(1)
{"formula": "C22H18N6OPt", "method": "ωB97M-V with the def2-TZVPD basis set", "elements": ["Pt", "N", "C", "C", "C", "C", "C", "N", "C", "C", "C", "C", "C", "N", "H", "H", "H", "H", "H", "H", "H", "H", "H", "N", "C", "C", "C", "C", "C", "C", "N", "C", "C", "C", "C", "N", "C", "C", "H", "H", "H", "H", "H", "H", "H", "H", "H", "O"], "xyz": [[-0.7342, -3.3620, -0.8156], [1.6390, -3.3784, 1.5576], [2.1112, -3.3653, 0.2215], [3.4986, -3.4158, 0.0431], [4.0391, -3.4343, -1.2423], [3.1846, -3.4134, -2.3325], [1.8263, -3.3811, -2.0827], [1.2884, -3.3620, -0.8440], [0.3029, -3.3652, 2.0298], [0.1245, -3.4154, 3.4173], [-1.1608, -3.4339, 3.9578], [-2.2511, -3.4131, 3.1032], [-2.0013, -3.3810, 1.7449], [-0.7626, -3.3620, 1.2070], [2.1750, -2.7079, 2.0936], [4.1618, -3.4532, 0.9011], [5.1147, -3.4731, -1.3852], [3.5624, -3.4301, -3.3478], [1.1044, -3.3717, -2.8939], [0.9825, -3.4528, 4.0804], [-1.3038, -3.4726, 5.0333], [-3.2664, -3.4298, 3.4811], [-2.8125, -3.3717, 1.0231], [-1.2380, 3.7687, 0.1603], [-1.0525, 5.0768, -0.2047], [-1.3724, 6.2847, 0.4185], [-1.0230, 7.4544, -0.2669], [-0.3871, 7.4058, -1.5103], [-0.0788, 6.1783, -2.1108], [-0.4218, 4.9972, -1.4380], [-0.2331, 3.6886, -1.8045], [-0.7323, 2.9509, -0.8270], [-0.7494, 1.4838, -0.7910], [-1.2916, 0.7548, 0.2707], [-1.2597, -0.6311, 0.2108], [-0.7342, -1.3292, -0.8156], [-0.2152, -0.6103, -1.8319], [-0.2003, 0.7736, -1.8635], [-1.6745, 3.4618, 1.0145], [-1.8658, 6.3241, 1.3833], [-1.2512, 8.4214, 0.1776], [-0.1269, 8.3302, -2.0206], [0.4144, 6.1320, -3.0751], [-1.7354, 1.2267, 1.1378], [-1.6704, -1.2354, 1.0151], [0.2029, -1.1919, -2.6485], [0.2338, 1.2926, -2.7134], [-2.3587, -3.3620, -0.8156]], "forces_ev_per_angstrom": [[7.2745, 0.3233, -0.6593], [-0.6786, 0.8188, -0.6123], [-0.0053, -0.2434, -0.4551], [0.3090, 0.0818, -0.4539], [-0.1857, 0.0474, 0.6848], [-0.2830, 0.0237, 0.0303], [0.5436, -0.0015, -0.0658], [2.0015, -0.3973, -0.1343], [-0.4300, -0.2823, -0.0464], [-0.3863, 0.1544, 0.3406], [0.6328, 0.0546, -0.1855], [0.3086, 0.0599, -0.2032], [-0.4495, -0.2831, 0.6613], [0.9093, -1.0315, 3.2480], [0.2045, -0.3804, 0.2145], [-0.1916, -0.0017, -0.0143], [-0.1442, 0.0078, 0.0976], [-0.1250, 0.0171, 0.1001], [0.1196, -0.0346, 0.1450], [-0.0057, -0.0071, -0.1862], [0.1151, -0.0041, -0.1223], [0.0940, 0.0197, -0.1532], [0.2082, -0.0095, 0.1861], [-0.5141, -0.6303, 1.0369], [-0.3525, 0.5060, 0.6821], [0.2421, 0.1348, -0.4672], [-0.1952, -0.1998, 0.3871], [0.1769, -0.6322, -0.3379], [-0.1354, 0.3228, 0.2693], [0.4090, 0.5591, -0.7958], [0.2157, -0.4423, -0.3936], [0.1394, -0.6581, -0.2899], [0.0017, 2.9737, -0.0392], [-0.1523, -2.0195, 0.3574], [-0.7194, 1.2581, 1.3267], [0.6976, 0.7986, -0.4554], [0.6936, 1.7976, -1.3434], [0.3872, -1.9173, -0.6929], [0.0743, 0.0265, -0.1745], [0.0296, -0.0102, -0.0642], [0.0304, -0.1956, -0.0628], [-0.0534, -0.1496, 0.1010], [-0.0346, 0.0012, 0.0623], [-0.0172, -0.0809, 0.0021], [-0.0075, 0.5221, -0.1592], [-0.0400, 0.2417, 0.0216], [-0.1110, -0.0734, 0.1933], [-10.6007, -1.0649, -1.5803]], "nbo_charge": [1.246, -0.596, 0.392, -0.261, -0.139, -0.265, 0.075, -0.533, 0.395, -0.271, -0.127, -0.273, 0.072, -0.552, 0.410, 0.228, 0.229, 0.237, 0.223, 0.228, 0.228, 0.237, 0.273, -0.570, 0.163, -0.276, -0.232, -0.242, -0.209, 0.074, -0.508, 0.383, -0.207, -0.204, -0.035, -0.622, -0.027, -0.216, 0.402, 0.207, 0.206, 0.208, 0.215, 0.194, 0.181, 0.183, 0.243, -0.767], "orbital_gap_ev": [3.9202, 6.8261], "multiplicity": 3, "e_above_lowest_ev": 3.437, "e_homo_ha": [-0.1592, -0.2681]}

=====

(2)
{"formula": "C22H19AlNO2", "method": "ωB97M-V with the def2-TZVPD basis set", "elements": ["N", "C", "C", "Al", "C", "C", "C", "C", "C", "C", "H", "H", "H", "H", "H", "H", "H", "H", "H", "H", "H", "C", "C", "C", "C", "C", "C", "C", "O", "C", "C", "C", "C", "C", "C", "C", "O", "H", "H", "H", "H", "H", "H", "H", "H"], "xyz": [[-1.2771, -3.4063, 1.5357], [-1.5329, -2.4156, 0.7653], [-1.7182, -0.9986, 1.0762], [-3.6248, -0.2490, 0.8996], [-5.0669, -1.6656, 0.8199], [-4.9203, -3.0474, 1.0256], [-5.9936, -3.9306, 0.9495], [-7.2677, -3.4572, 0.6761], [-7.4573, -2.0926, 0.4844], [-6.3706, -1.2273, 0.5485], [-1.1786, -3.0623, 2.4950], [-1.6471, -2.6910, -0.2917], [-1.3446, -0.7796, 2.0834], [-1.1318, -0.4006, 0.3699], [-3.8970, 0.6859, 2.2046], [-3.7033, 0.6394, -0.4628], [-3.9411, -3.4583, 1.2446], [-5.8358, -4.9922, 1.1097], [-8.1084, -4.1408, 0.6266], [-8.4511, -1.7067, 0.2774], [-6.5468, -0.1666, 0.3850], [5.4356, 5.1054, -0.3383], [6.5195, 4.2551, -0.1452], [6.3530, 2.8847, -0.2430], [5.0998, 2.3566, -0.5300], [4.0126, 3.2089, -0.7191], [4.1859, 4.5842, -0.6251], [2.6500, 2.6713, -1.0189], [1.7198, 3.4236, -1.2108], [2.4869, 1.1925, -1.0684], [1.2226, 0.6611, -1.2922], [1.0539, -0.7122, -1.3583], [2.1439, -1.5590, -1.1970], [3.4049, -1.0361, -0.9664], [3.5834, 0.3399, -0.9004], [4.9466, 0.8753, -0.6417], [5.9072, 0.1434, -0.5175], [5.5679, 6.1769, -0.2632], [7.4951, 4.6645, 0.0829], [7.1848, 2.2091, -0.0997], [3.3317, 5.2297, -0.7757], [0.3791, 1.3285, -1.4051], [0.0679, -1.1259, -1.5204], [2.0029, -2.6308, -1.2387], [4.2601, -1.6834, -0.8308]], "forces_ev_per_angstrom": [[-0.0181, 0.1169, 0.0334], [0.1402, -0.2168, -0.1190], [0.2797, -0.0597, 0.1606], [-0.1492, 0.0644, 0.0652], [0.0561, -0.1163, 0.0069], [0.0095, 0.1106, -0.0578], [0.0046, 0.0332, 0.0181], [-0.0955, 0.0821, 0.0412], [0.0483, -0.0489, -0.0383], [-0.0661, -0.0533, 0.0198], [-0.0209, -0.0071, -0.0083], [-0.0589, 0.0643, -0.0202], [-0.0873, -0.0056, -0.0012], [-0.1446, 0.0692, -0.0173], [0.0458, 0.0007, -0.0163], [0.0222, -0.0295, -0.0376], [0.0101, 0.0069, 0.0061], [0.0192, 0.0073, -0.0040], [0.0029, 0.0079, -0.0184], [0.0253, -0.0118, 0.0024], [-0.0113, -0.0056, -0.0124], [-0.0026, -0.0144, -0.0028], [-0.0135, -0.0079, 0.0007], [0.0501, 0.0715, 0.0075], [-0.0326, -0.0029, -0.0353], [0.0056, -0.0434, 0.0089], [0.0533, 0.0701, 0.0195], [-0.0313, -0.0071, 0.0246], [0.0013, 0.0043, -0.0195], [0.0386, 0.0198, -0.0080], [-0.0130, -0.0470, -0.0295], [-0.0106, -0.0069, 0.0025], [-0.0039, -0.0119, 0.0063], [-0.0505, -0.0521, -0.0143], [0.0168, 0.0506, 0.0007], [-0.0031, -0.0277, 0.0323], [0.0025, -0.0009, -0.0090], [0.0039, 0.0056, 0.0043], [0.0049, 0.0066, -0.0030], [-0.0216, -0.0433, -0.0067], [-0.0357, -0.0331, -0.0076], [0.0141, 0.0332, 0.0040], [0.0001, 0.0036, 0.0008], [-0.0175, -0.0048, 0.0129], [0.0328, 0.0294, 0.0075]], "nbo_charge": [-0.717, 0.159, -0.986, 1.126, -0.479, -0.171, -0.241, -0.254, -0.236, -0.220, 0.308, 0.141, 0.212, 0.220, -0.406, -0.415, 0.198, 0.190, 0.190, 0.190, 0.195, -0.196, -0.202, -0.158, -0.152, -0.043, -0.191, 0.529, -0.519, -0.149, -0.149, -0.175, -0.189, -0.175, -0.079, 0.543, -0.538, 0.214, 0.213, 0.236, 0.240, 0.248, 0.235, 0.224, 0.232], "orbital_gap_ev": 5.9231, "charge": -1, "e_homo_ha": -0.1896}

=====

So what do the calculations give for strongest force on any atom? Going down the list: 10.8; 0.3 eV/A.
So what do the calculations give for E? Going down the list: -37335.454; -35305.966 eV.